# 1
{"formula": "C28H24N5O2RuS", "method": "ωB97M-V/def2-TZVPD", "energy_ha": -1998.51304, "homo_lumo_gap_ev": [7.23, 6.77], "homo_ev": [-10.21, -11.00], "de_lowest_kcal_mol": 0.0, "multiplicity": 5, "charge": 1, "elements": ["Ru", "C", "C", "O", "C", "C", "C", "N", "N", "C", "O", "C", "C", "C", "C", "C", "C", "H", "H", "H", "H", "H", "H", "H", "H", "H", "H", "H", "H", "N", "C", "C", "C", "C", "C", "C", "N", "C", "C", "C", "S", "C", "N", "H", "H", "H", "H", "H", "H", "H", "C", "C", "C", "C", "C", "C", "H", "H", "H", "H", "H"], "coordinates": [[-0.0649, -0.6676, -0.2174], [-0.9523, -2.6033, -4.1742], [-1.1153, -1.6948, -2.9921], [-0.6044, -2.0381, -1.9071], [-1.8462, -0.4795, -3.1930], [-2.1825, 0.4733, -2.2621], [-3.0473, 1.6247, -2.6776], [-1.7653, 0.4152, -0.9602], [-2.3272, 1.3239, -0.1816], [-1.8098, 1.3492, 1.0701], [-0.8134, 0.6651, 1.4182], [-2.4729, 2.2457, 2.0378], [-1.9427, 2.3600, 3.3219], [-2.5483, 3.1899, 4.2490], [-3.6844, 3.9082, 3.8986], [-4.2146, 3.7987, 2.6198], [-3.6119, 2.9711, 1.6878], [-0.5979, -3.5790, -3.8535], [-0.2156, -2.1618, -4.8507], [-1.8857, -2.7012, -4.7273], [-2.2153, -0.3193, -4.1961], [-3.2385, 1.5861, -3.7465], [-2.5665, 2.5686, -2.4222], [-3.9951, 1.6009, -2.1398], [-1.0555, 1.7968, 3.5769], [-2.1355, 3.2812, 5.2446], [-4.1566, 4.5575, 4.6241], [-5.0980, 4.3613, 2.3497], [-4.0125, 2.8811, 0.6884], [2.3095, -3.0793, 2.2395], [3.3993, -2.2815, 1.9076], [4.7309, -2.3296, 2.3007], [5.5521, -1.3459, 1.7907], [5.0615, -0.3512, 0.9291], [3.7389, -0.3103, 0.5413], [2.9028, -1.3078, 1.0402], [1.5399, -1.5415, 0.8519], [1.2359, -2.5921, 1.5956], [-0.1363, -3.0771, 1.6818], [-0.6559, -4.1386, 2.3507], [-2.3438, -4.2024, 2.1056], [-2.2576, -2.8136, 1.1251], [-1.0603, -2.3298, 0.9869], [2.3156, -3.8609, 2.8723], [5.1041, -3.0904, 2.9724], [6.5978, -1.3356, 2.0659], [5.7411, 0.4061, 0.5631], [3.3637, 0.4603, -0.1164], [-0.1522, -4.8714, 2.9593], [-3.1303, -2.3784, 0.6609], [2.7348, 2.0794, -2.9922], [1.8710, 2.6767, -2.0844], [1.0187, 1.8968, -1.3123], [1.0504, 0.5062, -1.4139], [1.9223, -0.0854, -2.3301], [2.7528, 0.6968, -3.1215], [3.3887, 2.6901, -3.6006], [1.8517, 3.7543, -1.9829], [0.3439, 2.3813, -0.6153], [1.9631, -1.1659, -2.4253], [3.4218, 0.2268, -3.8313]], "atomic_forces_ev_per_a": [[-0.061, 0.126, 0.008], [-0.004, -0.020, 0.009], [-0.019, 0.027, -0.026], [-0.008, -0.029, -0.010], [0.038, 0.025, 0.078], [-0.043, 0.002, -0.062], [-0.012, -0.018, 0.017], [0.073, -0.028, 0.022], [-0.002, -0.017, -0.014], [-0.053, 0.014, 0.037], [-0.003, -0.047, -0.029], [0.029, 0.006, -0.006], [-0.006, -0.004, 0.002], [0.003, 0.001, 0.001], [-0.003, 0.002, 0.001], [0.003, 0.000, -0.004], [0.005, -0.001, 0.002], [0.006, 0.005, 0.003], [-0.002, 0.002, -0.004], [0.005, 0.001, -0.008], [0.001, -0.003, -0.006], [0.003, 0.000, -0.002], [0.004, 0.000, -0.001], [0.005, 0.003, 0.003], [0.000, 0.000, 0.001], [0.001, -0.001, -0.001], [0.000, 0.000, -0.001], [0.000, 0.000, 0.000], [-0.002, 0.001, 0.000], [0.008, 0.010, -0.010], [0.002, -0.017, 0.022], [-0.003, 0.004, 0.001], [0.003, -0.001, 0.000], [-0.006, 0.002, 0.000], [0.010, -0.002, -0.005], [-0.023, 0.003, -0.021], [0.041, 0.009, 0.026], [-0.033, -0.010, -0.004], [0.012, 0.012, -0.007], [0.000, -0.004, 0.009], [0.005, -0.005, -0.001], [-0.015, 0.005, -0.004], [0.012, -0.011, 0.012], [0.003, -0.001, 0.000], [0.002, 0.001, 0.000], [0.000, 0.001, -0.001], [0.003, -0.002, 0.002], [-0.005, -0.001, 0.001], [0.000, 0.002, 0.000], [0.006, 0.003, -0.003], [-0.001, -0.001, 0.000], [-0.001, 0.004, 0.001], [-0.003, -0.006, 0.010], [0.023, -0.048, -0.034], [-0.001, 0.001, -0.003], [0.000, 0.006, 0.003], [0.000, -0.002, -0.001], [0.001, -0.001, 0.000], [-0.002, -0.001, -0.001], [0.001, 0.000, 0.000], [0.000, -0.001, 0.000]]}

# 2
{"formula": "C28H25AlBrCl3NO4SSi", "method": "ωB97M-V/def2-TZVPD", "energy_ha": -6322.75332, "homo_lumo_gap_ev": 8.10, "homo_ev": -5.46, "charge": -1, "elements": ["Al", "Br", "C", "C", "C", "C", "C", "C", "C", "C", "C", "C", "H", "H", "H", "H", "H", "H", "O", "S", "N", "Cl", "C", "Cl", "Cl", "C", "O", "O", "C", "C", "C", "C", "Si", "O", "C", "C", "C", "C", "C", "C", "C", "C", "C", "C", "C", "C", "H", "H", "H", "H", "H", "H", "H", "H", "H", "H", "H", "H", "H", "H", "H", "H", "H", "H", "H"], "coordinates": [[-0.1291, 0.1162, -0.1576], [0.0631, -0.2079, 2.7398], [-1.1050, -1.7111, 2.6814], [-1.5546, -2.2325, 3.8649], [-2.4039, -3.3449, 3.8520], [-2.7868, -3.8949, 2.6636], [-2.3472, -3.3563, 1.4386], [-2.7865, -3.8991, 0.2163], [-2.3679, -3.3497, -0.9607], [-1.4764, -2.2722, -0.9488], [-0.9846, -1.6952, 0.2037], [-1.4617, -2.2380, 1.4246], [-1.2563, -1.7968, 4.8051], [-2.7585, -3.7513, 4.7880], [-3.4430, -4.7543, 2.6434], [-3.4646, -4.7426, 0.2293], [-2.7216, -3.7420, -1.9061], [-1.1545, -1.8529, -1.8844], [-3.5456, 0.2762, 0.7531], [-2.8225, 1.4847, 0.3519], [-1.3383, 1.4034, 0.2988], [1.1146, 3.4708, -0.1120], [2.4529, 2.6853, 0.7180], [3.9359, 3.5826, 0.4496], [2.1015, 2.6108, 2.4543], [2.6216, 1.1976, 0.2296], [3.7269, 0.8042, -0.0349], [1.5287, 0.5643, 0.2118], [-1.0574, 0.1146, -6.0497], [-0.4681, -0.5269, -4.7907], [0.9755, -0.9449, -5.0806], [-1.2810, -1.7905, -4.5027], [-0.4795, 0.7830, -3.3536], [-0.0996, 0.2099, -1.9104], [0.7685, 2.1438, -3.8050], [0.5791, 3.0850, -4.8113], [1.4815, 4.1163, -5.0077], [2.6074, 4.2182, -4.2092], [2.8373, 3.2659, -3.2307], [1.9210, 2.2495, -3.0358], [-2.2199, 1.5280, -3.1413], [-3.2175, 0.7249, -2.5973], [-4.4785, 1.2206, -2.3159], [-4.7635, 2.5540, -2.5547], [-3.7792, 3.3751, -3.0762], [-2.5256, 2.8645, -3.3674], [-1.0971, -0.6143, -6.8615], [-0.4492, 0.9519, -6.3802], [-2.0688, 0.4741, -5.8668], [1.0081, -1.6935, -5.8743], [1.4378, -1.3664, -4.1909], [1.5693, -0.0872, -5.3903], [-1.3681, -2.3940, -5.4094], [-2.2861, -1.5479, -4.1652], [-0.7957, -2.4031, -3.7485], [-0.2905, 3.0225, -5.4498], [1.2967, 4.8564, -5.7742], [3.3064, 5.0311, -4.3561], [3.7154, 3.3270, -2.6036], [2.0854, 1.5199, -2.2600], [-2.9938, -0.3033, -2.3578], [-5.2296, 0.5711, -1.8903], [-5.7440, 2.9506, -2.3295], [-3.9861, 4.4230, -3.2467], [-1.7668, 3.5230, -3.7633]], "atomic_forces_ev_per_a": [[-0.373, -0.911, -0.497], [-0.141, -0.276, 0.487], [0.065, 0.046, 0.576], [0.266, 0.331, -0.159], [-0.178, -0.208, -0.096], [-0.063, -0.057, 0.209], [0.210, 0.209, 0.104], [-0.033, -0.010, -0.325], [-0.234, -0.389, 0.103], [0.436, 0.279, 0.212], [0.081, 0.487, -0.458], [-0.002, -0.198, -0.124], [0.063, 0.106, 0.061], [-0.016, -0.059, 0.073], [-0.085, -0.065, 0.000], [-0.060, -0.042, 0.023], [-0.016, -0.052, -0.050], [-0.011, -0.004, -0.171], [-0.401, 0.250, -0.184], [1.277, -0.513, 0.781], [-1.426, 1.007, -0.212], [-0.023, 0.159, 0.043], [-0.086, -0.152, -0.166], [0.220, 0.256, 0.043], [0.006, 0.043, 0.284], [0.415, 0.601, 0.052], [0.133, -0.229, -0.093], [-0.101, -0.451, 0.126], [0.035, 0.149, 0.245], [0.006, 0.127, 0.114], [-0.084, 0.232, 0.184], [0.066, 0.195, 0.205], [-0.208, 0.131, -0.252], [0.348, -0.437, -0.142], [-0.434, -0.369, 0.040], [-0.038, 0.055, -0.113], [-0.060, 0.165, -0.136], [0.143, -0.006, -0.005], [0.153, 0.106, -0.029], [0.017, -0.159, 0.053], [0.495, -0.088, -0.289], [-0.052, -0.162, -0.150], [-0.187, -0.075, -0.095], [-0.085, -0.006, -0.053], [-0.094, 0.194, 0.019], [0.076, 0.064, -0.097], [0.025, -0.085, -0.098], [0.062, 0.173, -0.130], [-0.159, 0.059, -0.054], [-0.008, -0.101, -0.112], [0.131, -0.115, 0.106], [0.142, 0.064, -0.067], [0.013, -0.038, -0.115], [-0.196, -0.066, 0.045], [0.001, -0.111, 0.104], [-0.132, 0.052, -0.079], [-0.008, 0.038, -0.094], [0.029, 0.034, 0.001], [0.060, -0.009, 0.050], [0.092, -0.126, 0.118], [-0.033, -0.220, 0.099], [-0.032, -0.055, 0.080], [-0.049, 0.032, 0.033], [-0.013, 0.078, -0.022], [0.055, 0.126, -0.005]]}

Number 1: M 595.670 g/mol. Number 2: M 712.909 g/mol.